1.
Entry from the Open Molecules 2025 dataset: a molecular structure, C2H6N2OS (ωB97M-V with the def2-TZVPD basis set).

CARTESIAN COORDINATES (ANGSTROEM)
C -0.07702 1.64861 0.07795
C 0.37559 0.33680 0.01230
H 0.49165 2.49807 0.55612
H -0.98589 1.49653 0.81479
H -0.36840 1.66032 -0.97023
H 2.22133 0.94834 -0.73911
H 1.52334 -1.63315 -0.33455
H -2.65214 -1.44399 0.95420
N 1.79377 0.27741 -0.00825
N -0.24426 -0.75060 -0.03127
O 2.25355 -0.91913 0.11526
S -1.93102 -0.29833 -0.09176

As for the HOMO-LUMO gap: 8.88 eV. As for the highest occupied orbital energy: -8.6 eV.

***

2.
Entry from the Open Molecules 2025 dataset: 2 unconnected molecules or ions with the total composition C2H6N2OS (ωB97M-V with the def2-TZVPD basis set).

CARTESIAN COORDINATES (ANGSTROEM)
C -0.92633 -1.37099 -1.70045
C -0.05479 0.09254 -0.18057
H -0.71546 -2.27292 -0.78324
H -0.67907 -1.77534 -2.87552
H -2.13433 -1.01440 -1.64465
H 0.19059 -2.18511 0.42218
H -0.83280 0.06555 2.51102
H 1.01567 0.36601 1.84711
N -0.33594 -0.80929 0.71494
N 0.12135 -0.49175 1.99838
O -0.21965 -0.11730 -1.42385
S 0.76885 1.53329 0.26292

As for the HOMO-LUMO gap: 7.07 eV. As for the highest occupied orbital energy: -8.2 eV.

***

3.
Entry from the Open Molecules 2025 dataset: C2H6N2OS in the gas phase (ωB97M-V with the def2-TZVPD basis set).

CARTESIAN COORDINATES (ANGSTROEM)
C -0.92743 -1.03188 0.52048
C -0.15175 -0.07540 -0.23146
N 0.35448 1.01606 0.28089
S -0.01614 1.35202 1.91599
N 0.13280 -0.23080 -1.54042
O 0.94703 0.76858 -2.14514
H -1.15438 -1.88366 -0.13857
H -1.82688 -0.62518 0.95589
H -0.32748 -1.40559 1.34811
H 1.11217 2.07337 2.15015
H 0.50758 -1.10758 -1.79815
H 1.35000 1.15006 -1.31776

The SMILES is C/C(=N\S)NO. As for the HOMO-LUMO gap: 9.11 eV. As for the highest occupied orbital energy: -8.3 eV.

***

4.
Entry from the Open Molecules 2025 dataset: C2H6N2OS in the gas phase (ωB97M-V with the def2-TZVPD basis set).

CARTESIAN COORDINATES (ANGSTROEM)
C -0.74782 1.00032 0.10478
C 0.06251 -0.21952 -0.31014
N 1.47064 -0.06992 0.04143
S 2.34537 1.33374 0.01311
N 2.00180 -1.33072 0.14532
O 3.37537 -1.35848 -0.02929
H -1.07142 1.52306 -0.75437
H -1.73482 0.59448 0.59335
H -0.12987 1.56345 0.81134
H -0.08992 -0.37901 -1.37175
H -0.39224 -1.04009 0.16127
H 3.52709 -2.32352 0.25408

The SMILES is CC/[N+]([S-])=N/O. As for the HOMO-LUMO gap (alpha / beta): 7.94 / 8.38 eV. As for the highest occupied orbital energy (alpha / beta): -8.5 / -8.4 eV.

***

Energies in kcal/mol, measured from the most stable structure: 1 66.2; 2 103.5; 3 0.0; 4 35.3.

***

1.
Entry from the Open Molecules 2025 dataset: 2 unconnected molecules or ions with the total composition C3H10N3 (ωB97M-V with the def2-TZVPD basis set).

CARTESIAN COORDINATES (ANGSTROEM)
C -0.06098 0.85178 0.85276
C 0.58333 1.79825 1.99459
C -0.27235 -1.96230 -1.76218
N 0.91362 0.20205 0.41920
N -1.31669 0.95600 0.47278
N 0.89513 -1.18398 -1.51694
H 0.30135 2.93497 1.98435
H 0.14296 1.51001 2.88438
H 1.70579 1.73141 2.14898
H -1.08747 -1.35523 -2.03583
H -0.09232 -2.85564 -2.39681
H -0.60855 -2.39759 -0.84425
H -2.01765 1.50352 1.09799
H -1.77246 0.32465 -0.06888
H 1.53847 -1.65909 -1.00128
H 1.14783 -0.39879 -2.22885

As for the HOMO-LUMO gap (alpha / beta): 9.98 / 5.68 eV. Its spin multiplicity is 3. As for the expectation value of S²: 2.013. Its total charge is +1. As for the highest occupied orbital energy (alpha / beta): -13.1 / -13.4 eV.

***

2.
Entry from the Open Molecules 2025 dataset: a gas-phase ion, C3H10N3 (charge +1) (ωB97M-V with the def2-TZVPD basis set).

CARTESIAN COORDINATES (ANGSTROEM)
C -1.04150 0.36214 -1.66726
C -0.12933 -1.01873 0.25025
C 0.97017 -0.91352 1.27055
N -0.35536 0.26937 -0.33476
N -1.17356 1.49117 -2.32069
N 1.01543 0.47855 1.88249
H -1.23346 -0.70831 -1.91448
H -0.89711 -1.50518 0.77169
H 0.10774 -1.74357 -0.43211
H 0.92562 -1.84334 1.98810
H 2.03102 -0.92857 0.76680
H -1.45684 1.52735 -3.28247
H -1.06494 2.39101 -1.90643
H 0.14661 0.54205 2.38599
H 0.33802 0.95746 0.08834
H 1.81750 0.64214 2.45399

As for the HOMO-LUMO gap (alpha / beta): 8.19 / 6.64 eV. Its spin multiplicity is 3. As for the expectation value of S²: 2.007. Its total charge is +1. As for the highest occupied orbital energy (alpha / beta): -10.9 / -14.3 eV.

***

Energies in kcal/mol, measured from the most stable structure: 1 6.2; 2 0.0.

***

1.
Entry from the Open Molecules 2025 dataset: 9 unconnected molecules or ions with the total composition H17O9 (ωB97M-V with the def2-TZVPD basis set).

CARTESIAN COORDINATES (ANGSTROEM)
O -0.42733 3.43517 0.19940
H -0.27864 2.49644 -0.10434
H -1.38915 3.39253 0.14632
O 2.91580 -2.07997 -1.51380
H 2.03970 -1.89030 -1.13475
O -1.40212 -1.10848 2.66193
H -0.82674 -1.30684 1.93236
H -2.21905 -0.54610 2.26513
O -0.23175 -2.71223 0.38960
H -0.84512 -3.45356 0.28403
H -0.72331 -2.13292 -0.21087
O 1.28004 1.85289 1.74256
H 0.70182 1.08600 1.80253
H 0.74505 2.51809 1.19386
O 3.04811 0.73625 -2.10076
H 2.97025 -0.19247 -2.38742
H 2.21986 0.86411 -1.59464
O -1.07943 0.73448 -0.20298
H -0.50495 0.47065 0.52059
H 3.51196 -1.75395 -0.80863
O -0.89556 -0.93283 -2.46837
H -0.84339 -0.29847 -1.73535
H -1.52718 -1.63138 -2.26552
O -2.97025 0.15125 1.25896
H -1.96842 0.53524 0.40855
H -2.94494 0.88080 1.88614

As for the HOMO-LUMO gap: 8.70 eV. Its total charge is -1. As for the highest occupied orbital energy: -5.7 eV.

***

2.
Entry from the Open Molecules 2025 dataset: a molecular structure, H17O9 (ωB97M-V with the def2-TZVPD basis set).

CARTESIAN COORDINATES (ANGSTROEM)
O -0.29282 -4.10021 0.79868
H -0.30615 2.22181 -1.37764
H -1.59099 1.22976 1.86243
O 1.30780 3.09642 -0.50130
H 1.98679 2.38197 -0.41326
O 0.66620 -0.75209 0.24860
H 0.42498 -0.95239 1.16117
H -0.12005 0.73636 -1.00954
O 3.00134 -1.65015 -1.76806
H 1.40962 0.12191 0.47092
H 3.61688 -1.30144 -1.10577
O -1.84427 1.01268 2.76482
H 0.28298 -3.39797 0.47504
H 2.26091 -1.14668 -1.38818
O 2.40209 0.92542 0.61970
H -0.67540 -1.52531 -1.92325
H 2.32608 1.07482 1.57081
O -0.77733 1.37787 -1.30522
H -2.65199 0.49948 2.70662
H 0.84906 3.01752 0.33812
O -3.09277 1.13286 -0.07650
H -2.22316 1.29896 -0.51707
H -3.65179 0.59049 -0.63513
O -1.38803 -1.18376 -1.36363
H -0.76338 -0.98412 -0.61275
H -1.15660 -3.72422 0.98037

As for the HOMO-LUMO gap: 9.49 eV. Its total charge is -1. As for the highest occupied orbital energy: -6.2 eV.

***

Energies in kcal/mol, measured from the most stable structure: 1 14.9; 2 0.0.